DFT (ωB97M-V/def2-TZVPD) results for an isolated ion of composition C4H3O2 and charge +1 in a non-equilibrium geometry.

```
9
Properties=species:S:1:pos:R:3:lowdin_charge:R:1
O 1.6072 0.9579 0.0447 0.16
O -1.3190 0.8310 -0.0311 0.16
C -0.5662 0.0343 0.9143 0.19
C -1.5354 -0.6088 -0.0251 0.06
C 0.8396 -0.0596 -0.0189 -0.14
C -0.5061 -0.0114 -0.7849 0.04
H -2.4796 -1.1285 -0.1059 0.19
H 2.5628 0.9340 -0.0337 0.17
H 1.3967 -0.9489 0.0407 0.17
```

## Properties
HOMO-LUMO gap ... 11.16 eV
Highest occupied orbital energy ... -17.0 eV
Net charge ... +1
Energy relative to the best compared isomer or geometry (same formula, charge and spin) ... 540.7 kJ/mol

=====

DFT (ωB97M-V/def2-TZVPD) results for C32H57ClI3N2O11PS as an isolated structure in a non-equilibrium geometry.

```
108
Properties=species:S:1:pos:R:3:lowdin_charge:R:1
I -2.0715 5.1872 -3.5603 1.06
I 0.5173 0.1004 -5.1227 1.11
I -2.4572 1.4931 -0.2661 1.21
Cl 5.5548 1.1403 -3.0209 0.66
S 1.0899 2.0934 -0.7595 0.65
P 0.0604 3.0047 -5.3852 0.55
O -5.2122 0.5905 1.6453 0.02
O 1.9648 1.1964 -0.0771 -0.23
O 0.1466 1.1268 -1.6119 -0.30
O 4.4620 4.2734 0.2999 0.00
O 0.4020 2.9714 0.1301 -0.28
O 1.3214 -7.3060 6.1824 0.06
O 3.6809 3.1694 -0.1944 -0.14
O 3.5426 -3.4235 2.1004 0.06
O 4.3006 -7.5754 9.1185 0.06
O -5.7837 1.5694 -5.5583 0.06
O 4.0635 0.0450 -1.2699 0.09
N -1.4145 0.5145 -3.1053 -0.16
N -1.3508 2.7395 -6.0348 -0.32
C -7.5115 3.2008 -5.5675 -0.02
C 2.3044 -6.7523 5.7442 -0.50
C -6.0749 2.7402 -5.6349 -0.49
C 0.4762 2.0102 -3.8493 -0.50
C 3.0250 4.3143 -4.6556 -0.08
C 2.7019 0.7877 -3.1084 -0.21
C 4.3419 -8.1949 11.4137 -0.02
C 2.0021 2.1848 -3.3184 -0.40
C 1.1835 4.3097 -2.2318 -0.19
C -3.2849 4.3052 -1.0057 -0.26
C 3.9703 -8.3757 9.9610 -0.49
C -1.6714 2.6175 -1.9603 -0.51
C -5.0675 -0.3764 -3.3341 -0.11
C -4.8940 0.0799 2.6937 -0.52
C 3.1647 -9.6024 9.6085 -0.02
C 1.0279 5.2546 -1.3030 0.06
C 2.8975 2.8111 -4.4348 -0.24
C 2.0004 3.0422 -2.0235 -0.32
C -0.6562 1.6802 -2.7228 -0.48
C 3.2746 -2.2819 2.3989 -0.50
C 3.5700 -1.1230 1.4855 -0.03
C 3.9660 0.6248 -2.2723 -0.72
C -5.2714 0.6948 4.0195 -0.02
C 2.6006 -6.7205 4.2647 -0.02
C 2.6168 -1.9542 3.7217 -0.02
C -3.5816 -0.6269 -3.1513 -0.25
C -5.0199 3.8071 -5.8012 -0.04
C -2.2916 3.7975 -2.0084 -0.79
C -4.0990 -1.2031 2.7374 -0.02
C 3.2923 -6.0616 6.6507 -0.03
C -2.7765 0.5972 -3.5951 -0.27
C 3.3982 3.5060 -1.5400 -0.16
H 4.0387 -1.4867 0.5788 0.07
H 4.1897 3.1086 -2.1713 0.08
H 0.0996 5.7974 -1.1909 0.06
H 3.7196 -10.5037 9.8742 0.08
H -5.2985 -0.2755 -4.3880 0.05
H -3.3956 -0.8384 -2.0970 0.07
H 3.0539 0.4636 -4.0814 0.06
H 0.8373 4.4847 -3.2374 0.02
H 2.6380 -5.6886 3.9095 0.07
H 3.3566 -5.0021 6.3926 0.08
H 4.9161 -7.2788 11.5289 0.08
H 1.8180 -7.2505 3.7265 0.08
H 0.9958 2.7166 -6.3860 0.00
H -2.7718 0.5079 -4.6872 0.10
H -5.8367 1.6073 3.8469 0.08
H 3.9078 2.5254 -4.1596 0.05
H -2.8296 4.3840 -0.0222 0.06
H -3.8947 -1.5372 1.7226 0.08
H -7.6494 3.8724 -4.7188 0.08
H -4.3726 0.9347 4.5895 0.09
H 3.5023 4.5803 -1.6286 0.12
H -1.3022 -0.2056 -2.4078 0.10
H -5.1870 4.3561 -6.7293 0.09
H -5.8846 -0.0010 4.5940 0.09
H -5.6729 -1.2042 -2.9710 0.07
H 3.2562 -1.2873 4.3018 0.08
H 4.2473 -0.4235 1.9788 0.10
H 2.9675 -6.1583 7.6800 0.06
H 2.7488 2.2396 -5.3456 0.08
H -4.0326 3.3493 -5.8372 0.05
H -3.1527 -1.0403 3.2561 0.09
H 3.6088 4.8107 -3.8868 0.08
H -3.3893 1.4700 -3.3708 0.10
H 0.1953 4.3874 -5.1931 -0.06
H -3.2940 -1.5127 -3.7159 0.11
H -7.7794 3.7247 -6.4861 0.08
H -5.3931 0.5335 -2.8354 0.07
H -3.6237 5.2969 -1.2860 0.03
H 2.9645 -9.6086 8.5398 0.08
H 1.8044 5.4728 -0.5782 0.08
H -5.0571 4.5042 -4.9618 0.06
H -4.6641 -1.9766 3.2591 0.09
H 3.5585 -7.2025 4.0644 0.09
H 2.6492 -0.6041 1.2241 0.07
H 2.0487 0.0414 -2.6750 0.09
H -4.1627 3.6659 -0.9701 0.05
H 4.2758 -6.5198 6.5507 0.08
H 1.6555 -1.4680 3.5495 0.08
H 3.4408 -8.1298 12.0252 0.08
H 4.4352 4.1089 1.2506 0.11
H 4.9450 -9.0383 11.7532 0.08
H 2.1178 4.8915 -4.7919 0.04
H 2.2158 -9.5938 10.1466 0.09
H 3.6022 4.4569 -5.5689 0.09
H 2.4556 -2.8707 4.2859 0.07
H -8.1633 2.3386 -5.4475 0.08
H -1.8893 2.0719 -5.4938 -0.08
```

## Properties
HOMO-LUMO gap ... 7.62 eV
Highest occupied orbital energy ... -8.4 eV
Net charge ... 0

=====

DFT (ωB97M-V/def2-TZVPD) results for C23H18IrN3OS4 as an isolated structure in a non-equilibrium geometry.

```
50
Properties=species:S:1:pos:R:3:lowdin_spin:R:1
Ir -1.2095 0.7886 -0.0584 0.52
S 1.1787 -0.2734 3.7928 0.05
S -0.6193 1.2964 2.1185 0.17
S -2.8573 -1.0930 0.2352 -0.02
S -5.4661 1.3566 0.0422 0.00
O -1.2165 0.7209 -2.0486 0.15
N -2.9554 1.6380 0.0757 -0.01
N 0.5718 -0.1644 -0.0864 0.02
N 1.0635 -0.5381 1.1315 0.00
C 1.3525 -0.4281 -1.1203 0.00
C -2.6487 4.0986 0.0292 0.00
C -5.4747 4.2076 -0.0690 0.00
C 1.8017 0.2467 -4.7690 0.04
C 2.6403 -1.1530 -0.8660 0.00
C 1.0456 -0.0125 -2.4646 0.03
C 3.5888 -4.5215 1.8222 0.00
C 1.4401 -3.4665 2.0257 0.00
C -0.2256 0.5274 -2.8569 -0.01
C -3.3131 5.3072 -0.0289 0.00
C 2.3235 -4.2653 1.3171 0.00
C 0.8667 -2.0774 4.0281 0.00
C 0.5470 0.7376 -5.1499 -0.01
C 0.5917 0.0286 2.1715 0.03
C -4.7081 5.3607 -0.0783 0.00
C -3.8860 0.7236 0.1108 0.00
C -3.4095 2.9338 0.0338 0.00
C -4.8125 2.9928 -0.0044 0.00
C 3.0996 -3.1610 3.7383 0.00
C 1.8190 -2.9228 3.2482 0.00
C 2.0300 -0.1229 -3.4678 0.00
C -0.4420 0.8654 -4.2158 0.04
C 3.9776 -3.9650 3.0326 0.00
H -1.4221 1.2421 -4.4712 0.00
H 0.4441 -3.2850 1.6451 0.00
H 0.9938 -2.2010 5.1029 0.00
H -2.7396 6.2227 -0.0343 0.00
H 0.3633 1.0271 -6.1743 0.00
H 4.2706 -5.1571 1.2757 0.00
H -5.1971 6.3223 -0.1206 0.00
H 2.6074 -1.6375 0.1048 0.00
H 2.8345 -1.8931 -1.6373 0.00
H -6.5525 4.2437 -0.1161 0.00
H -0.1730 -2.2483 3.7567 0.00
H 3.0087 -0.4916 -3.2042 0.00
H 2.0195 -4.6927 0.3718 0.00
H -1.5696 4.0390 0.0810 0.00
H 3.3988 -2.7295 4.6841 0.00
H 4.9637 -4.1614 3.4277 0.00
H 3.4620 -0.4341 -0.8616 0.00
H 2.5936 0.1686 -5.4991 0.00
```

## Properties
HOMO-LUMO gap (alpha / beta) ... 5.81 / 5.34 eV
Highest occupied orbital energy (alpha / beta) ... -11.2 / -11.2 eV
Net charge ... +1
Multiplicity ... 2